Computed, not measured: a 2-piece molecular cluster, C3H10NOS overall at a distorted geometry, with ωB97M-V/def2-TZVPD.

```
! wB97M-V def2-TZVPD RIJCOSX def2/J DEFGRID3
* xyz 0 2
C 1.1491 0.4600 0.5018
C 0.3173 -0.7864 0.6878
S -1.4635 -1.1502 0.0430
C 0.3561 1.8259 0.4640
N 0.9485 2.8511 1.2888
H 1.8154 0.3970 -0.3878
H 1.9678 0.5843 1.2713
H 0.0828 -0.9767 1.7614
H 0.9357 -1.7228 0.3230
H -0.7238 1.8231 0.7303
H 0.1801 2.1663 -0.5484
H 1.3850 2.4960 2.1915
H 1.6734 3.5822 0.8556
H -0.5532 -1.2149 -2.9412
H -0.2307 -1.9101 -1.7352
O -0.0864 -1.9721 -2.6439
*
```

Computed properties:
Largest force on an atom = 3.997 eV/Å
Energy relative to the best compared isomer or geometry (same formula, charge and spin) = 35.6 kcal per mole
E = -648.37774 hartree
Kohn-Sham gap (alpha / beta) = 9.81 / 6.64 eV
⟨S²⟩ = 0.75